The following is a quantum chemistry calculation of an isolated ion of composition C8H14IN2 and charge +1, from the OMol25 dataset.

Results
Energy above the lowest of the compared OMol25 structures with the same formula, charge and spin   14.7 kcal/mol
2S+1   3
E_LUMO (spin up / spin down)   -3.94 / -6.57 eV
Total charge   +1
Orbital gap (spin up / spin down)   5.387 / 5.890 eV
Strongest force on any atom   6.29 eV/Å

Each line ends with the natural charge from an NBO analysis.
Positions of all 25 atoms, in Å:
C -1.51 0.10 1.91  0.306
C -0.47 -1.28 0.25  0.085
C -2.24 0.42 2.99  -0.574
C -0.76 1.78 0.42  -0.159
C 0.39 -0.20 -0.43  -0.062
C -0.31 -2.73 -0.10  -0.636
C 1.68 0.09 0.33  -0.670
C 0.46 2.00 -1.69  -0.425
N -1.25 -1.02 1.23  -0.308
N -0.34 1.10 -0.80  -0.478
I -2.66 2.76 0.04  0.313
H -2.76 -0.34 3.59  0.277
H -2.24 1.52 3.36  0.248
H 0.06 2.48 0.83  0.237
H 0.72 -0.50 -1.43  0.235
H 0.61 -2.69 -0.79  0.213
H -1.17 -3.22 -0.52  0.239
H -0.19 -3.39 0.74  0.242
H 2.55 -0.32 -0.13  0.251
H 1.77 -0.22 1.36  0.258
H 1.99 1.16 0.28  0.215
H 1.23 1.40 -2.19  0.241
H -0.18 2.52 -2.41  0.258
H 1.01 2.75 -1.10  0.239
H -1.18 0.72 -1.26  0.455